Molecular formula: C5H6O
Method: DFT, the ωB97M-V functional and the def2-TZVPD basis

XYZ file:
```
12
Properties=species:S:1:pos:R:3:forces:R:3:lowdin_charge:R:1
C 1.850088 -1.025509 0.108197 0.1 0.0 0.1 -0.108
C 0.906276 -0.733388 -1.031167 -0.1 0.1 0.0 -0.160
C -0.235486 -0.123329 -0.806667 -0.1 0.1 0.1 -0.059
C -1.290451 0.501125 -0.465713 0.2 0.0 0.1 -0.017
C -2.200590 1.244159 0.130483 0.0 -0.1 -0.3 -0.199
O -2.129659 1.574836 1.447864 0.1 -0.1 0.2 0.010
H 1.319798 -0.962271 1.063281 0.1 0.0 -0.1 0.072
H 2.275896 -2.030355 0.021726 0.0 0.1 0.0 0.070
H 2.680850 -0.309758 0.136183 -0.1 -0.1 -0.1 0.074
H 1.195801 -1.018742 -2.039309 -0.1 0.0 0.1 0.099
H -1.287807 1.227483 1.778557 -0.2 0.1 0.1 0.106
H -3.084716 1.655749 -0.343436 0.1 -0.1 0.0 0.115
```
Forces are in eV/Å.

The LUMO energy is 0.810 eV. The value obtained for the relative energy (zero: lowest compared OMol25 entry of this formula, charge and spin) is 2.488 eV. Its orbital gap is 8.95 eV. Its molar mass is 82.10 g mol⁻¹.